1.
Molecular formula: CH4FeO
Method: DFT, ωB97M-V/def2-TZVPD

Cartesian coordinates (Å):
O (2.955, 0.824, -0.092)
Fe (1.302, 1.390, -0.067)
H (0.266, -0.242, -0.003)
C (-0.843, -0.449, 0.035)
H (-1.107, -0.670, 1.075)
H (-1.403, 0.420, -0.319)
H (-1.170, -1.273, -0.629)

Atoms 1-3, force components in eV/Å:
-2.390 0.875 0.040
2.191 -0.907 -0.059
-0.355 -0.978 -0.188

As for the energy: -37524.5220 eV. As for the total charge: +1. For the gap between HOMO and LUMO (alpha / beta), the calculation gives 10.324 / 9.197 eV. Its expectation value of S² is 8.777. Its spin multiplicity is 6. For the maximum force, the calculation gives 2.545 eV Å⁻¹. The HOMO energy (alpha / beta) comes out at -17.10 / -16.58 eV.

So, what does the Löwdin scheme give us? The charges, in e, come out as: -0.258 1.110 -0.028 0.001 0.061 0.038 0.077

---

2.
Molecular formula: C5H9NO
Method: DFT, ωB97M-V/def2-TZVPD

Cartesian coordinates (Å):
C (1.048, 1.546, -0.124)
C (-0.445, 1.425, -0.118)
C (-0.139, -0.103, 0.021)
C (-0.449, -0.980, -1.180)
C (-0.553, -0.758, 1.324)
N (1.261, 0.307, 0.015)
O (2.889, -1.014, 0.052)
H (1.754, 2.352, -0.211)
H (-0.934, 1.878, 0.742)
H (-0.944, 1.727, -1.036)
H (-1.463, -1.363, -1.124)
H (0.254, -1.810, -1.173)
H (-0.318, -0.433, -2.110)
H (-1.637, -0.859, 1.356)
H (-0.226, -0.171, 2.178)
H (-0.097, -1.745, 1.386)

Atoms 1-3, force components in eV/Å:
-0.676 -0.165 0.025
-0.600 0.279 -0.027
-0.594 0.163 -0.035

The calculation puts the energy above the lowest of the compared OMol25 structures with the same formula, charge and spin at 156.17 kcal/mol. As for the energy: -8862.4403 eV. As for the total charge: 0. For the gap between HOMO and LUMO (alpha / beta), the calculation gives 9.552 / 9.532 eV. Its spin multiplicity is 1. For the maximum force, the calculation gives 3.212 eV Å⁻¹. The HOMO energy (alpha / beta) comes out at -9.70 / -9.73 eV.

Here are the Löwdin charges for atoms 1 to 8, given in e: -0.051 -0.066 -0.548 -0.024 -0.026 0.060 -0.195 0.120

---

3.
Molecular formula: C2H3ClS
Method: DFT, ωB97M-V/def2-TZVPD

Cartesian coordinates (Å):
C (0.040, -0.446, 1.018)
C (0.354, 0.313, -0.050)
S (-0.017, 0.265, -2.185)
Cl (1.407, 1.643, 0.240)
H (0.223, -0.189, 2.106)
H (-0.645, -1.308, 0.908)
H (-1.361, -0.279, -2.038)

Atoms 1-3, force components in eV/Å:
-1.404 -0.249 -0.613
0.030 -0.294 -0.934
-1.723 -1.140 4.065

The calculation puts the energy above the lowest of the compared OMol25 structures with the same formula, charge and spin at 36.30 kcal/mol. As for the energy: -25477.9926 eV. As for the total charge: 0. For the gap between HOMO and LUMO, the calculation gives 9.378 eV. Its spin multiplicity is 1. For the maximum force, the calculation gives 4.559 eV Å⁻¹. The HOMO energy comes out at -9.54 eV. As for the structure (SMILES): C=C(S)Cl.

So, what does the Löwdin scheme give us? The charges, in e, come out as: -0.129 -0.937 0.496 0.559 0.082 0.056 -0.127

---

4.
Molecular formula: CH4NO2
Method: DFT, ωB97M-V/def2-TZVPD

Cartesian coordinates (Å):
C (-0.157, 0.284, 0.069)
N (1.179, 0.308, -0.332)
O (3.517, -0.141, -0.169)
O (2.089, -0.023, 0.455)
H (-0.440, -0.743, -0.324)
H (-0.255, 0.272, 1.209)
H (-0.836, 0.959, -0.560)
H (1.464, 0.522, -1.234)

Atoms 1-3, force components in eV/Å:
-2.486 -1.509 0.435
-0.047 0.960 -0.072
-4.959 0.541 1.612

The calculation puts the energy above the lowest of the compared OMol25 structures with the same formula, charge and spin at 203.66 kcal/mol. As for the energy: -6671.0621 eV. As for the total charge: +1. For the gap between HOMO and LUMO (alpha / beta), the calculation gives 11.325 / 8.125 eV. Its spin multiplicity is 1. For the maximum force, the calculation gives 5.854 eV Å⁻¹. The HOMO energy (alpha / beta) comes out at -19.13 / -16.73 eV.

So, what does the Löwdin scheme give us? The charges, in e, come out as: 0.037 0.015 0.227 0.072 0.155 0.162 0.160 0.172